{
  "formula": "C44H52F8I2N4O27P2S",
  "method": "wB97M-V/def2-TZVPD",
  "species": ["C", "C", "O", "C", "C", "C", "C", "C", "C", "C", "C", "C", "N", "C", "C", "C", "P", "O", "I", "S", "C", "C", "C", "I", "C", "C", "N", "C", "N", "P", "N", "O", "H", "H", "H", "H", "H", "H", "H", "H", "H", "H", "H", "H", "H", "H", "H", "H", "H", "H", "H", "H", "H", "H", "H", "H", "H", "H", "H", "H", "C", "C", "O", "C", "O", "O", "F", "H", "H", "H", "C", "C", "O", "C", "O", "O", "F", "H", "H", "H", "C", "C", "O", "C", "O", "O", "F", "H", "H", "H", "C", "C", "O", "C", "O", "O", "F", "H", "H", "H", "C", "C", "O", "C", "O", "O", "F", "H", "H", "H", "C", "C", "O", "C", "O", "O", "F", "H", "H", "H", "C", "C", "O", "C", "O", "O", "F", "H", "H", "H", "C", "C", "O", "C", "O", "O", "F", "H", "H", "H"],
  "positions_angstrom": [[-5.034, 0.083, 5.052], [-4.999, 0.860, 3.707], [-4.162, 0.114, 2.827], [-4.596, 0.113, 1.473], [-3.472, 0.425, 0.468], [-2.605, -0.796, 0.063], [-2.300, -1.793, 1.198], [-0.985, -2.600, 1.015], [0.237, -1.768, 0.578], [0.942, -2.055, -0.617], [0.621, -3.223, -1.585], [2.016, -1.254, -1.037], [2.749, -1.507, -2.245], [2.434, -0.154, -0.306], [1.775, 0.103, 0.875], [0.715, -0.656, 1.330], [0.093, 0.013, 2.963], [-1.305, 0.806, 2.604], [-0.380, -1.855, 4.527], [2.367, 1.546, 1.773], [2.591, 2.653, 0.379], [2.227, 3.981, 0.440], [2.414, 4.743, -0.698], [1.843, 6.777, -0.629], [2.934, 4.193, -1.844], [3.300, 2.855, -1.886], [3.806, 2.221, -3.028], [3.125, 2.066, -0.745], [3.498, 0.680, -0.765], [4.989, 0.366, 0.126], [6.189, -0.111, -1.058], [5.534, 1.852, 0.624], [-4.083, -0.462, 5.128], [-5.128, 0.748, 5.915], [-5.818, -0.680, 4.991], [-4.510, 1.831, 3.881], [-6.034, 0.944, 3.357], [-5.349, 0.908, 1.335], [-5.098, -0.826, 1.182], [-3.993, 0.749, -0.450], [-2.881, 1.295, 0.773], [-1.719, -0.421, -0.466], [-3.193, -1.346, -0.691], [-2.320, -1.365, 2.203], [-3.105, -2.545, 1.182], [-0.781, -3.259, 1.867], [-1.190, -3.294, 0.186], [-0.062, -2.795, -2.340], [1.518, -3.530, -2.124], [0.127, -4.061, -1.090], [3.556, -2.072, -2.002], [2.176, -1.955, -2.944], [-1.731, 1.091, 3.425], [1.807, 4.414, 1.344], [3.060, 4.775, -2.759], [4.520, 1.538, -2.803], [4.114, 2.887, -3.726], [6.412, -1.072, -0.808], [7.044, 0.413, -0.870], [6.290, 2.115, 0.078], [-1.734, -7.125, 3.259], [-0.353, -7.394, 3.798], [0.456, -7.307, 2.635], [-0.175, -6.441, 1.795], [0.330, -5.918, 0.857], [-1.461, -6.236, 2.172], [-0.255, -8.643, 4.311], [-2.213, -8.028, 2.877], [-2.390, -6.661, 3.991], [-0.007, -6.669, 4.538], [0.504, -7.234, -2.621], [-0.656, -8.042, -3.142], [-1.340, -7.107, -3.955], [-0.398, -6.232, -4.409], [-0.565, -5.484, -5.316], [0.752, -6.332, -3.700], [-1.480, -8.436, -2.141], [0.255, -6.650, -1.732], [1.377, -7.847, -2.409], [-0.370, -8.911, -3.738], [5.674, 1.814, -6.822], [6.094, 3.257, -6.784], [7.438, 3.178, -6.358], [7.913, 1.969, -6.797], [9.058, 1.679, -6.851], [6.890, 1.151, -7.167], [5.376, 3.955, -5.863], [5.328, 1.456, -5.850], [4.901, 1.623, -7.563], [6.044, 3.769, -7.747], [1.252, -11.422, 8.326], [0.462, -11.101, 7.083], [0.145, -9.733, 7.262], [1.152, -9.199, 8.016], [1.353, -8.039, 8.136], [1.893, -10.175, 8.602], [-0.688, -11.816, 7.028], [0.610, -11.695, 9.164], [1.984, -12.211, 8.168], [1.015, -11.228, 6.150], [-1.722, 6.726, 0.928], [-2.976, 6.983, 0.135], [-3.975, 7.022, 1.140], [-3.362, 7.459, 2.277], [-3.936, 7.859, 3.236], [-2.014, 7.382, 2.167], [-3.247, 5.964, -0.716], [-1.559, 5.662, 1.110], [-0.833, 7.143, 0.461], [-2.977, 7.926, -0.416], [-3.014, -6.506, -7.333], [-3.929, -7.582, -6.814], [-4.431, -8.164, -8.003], [-3.463, -7.996, -8.955], [-3.428, -8.581, -9.984], [-2.546, -7.077, -8.559], [-4.964, -7.061, -6.108], [-3.545, -5.577, -7.544], [-2.189, -6.293, -6.656], [-3.432, -8.348, -6.215], [-6.558, 10.675, 4.744], [-5.198, 11.175, 4.339], [-5.020, 12.309, 5.168], [-5.738, 12.071, 6.306], [-5.613, 12.674, 7.317], [-6.610, 11.042, 6.125], [-5.182, 11.574, 3.042], [-7.361, 11.179, 4.203], [-6.665, 9.600, 4.618], [-4.387, 10.465, 4.512], [4.685, 10.667, -3.016], [5.385, 9.882, -1.936], [4.578, 10.130, -0.801], [3.314, 10.350, -1.265], [2.340, 10.327, -0.592], [3.320, 10.590, -2.602], [6.632, 10.359, -1.703], [5.002, 11.711, -3.037], [4.820, 10.236, -4.005], [5.436, 8.806, -2.119]],
  "mulliken_charge": [-1.0717, -0.3025, -0.2243, -0.7100, -0.7620, -0.5073, -0.6826, -0.6151, 0.2483, 1.1661, -2.3301, -0.1186, -0.4965, -1.2041, 0.5723, 1.1215, -0.0246, -0.2630, -0.2136, -0.3104, 1.2144, -0.6109, -0.2145, 0.1228, -0.6508, -0.1596, -0.3353, -0.5269, 0.7468, 0.1975, -0.6285, -0.4329, 0.2286, 0.3459, 0.3153, 0.2203, 0.4143, 0.5089, 0.2293, 0.4824, 0.1363, 0.2075, 0.4029, 0.0599, 0.7522, 0.0735, 0.1019, 0.4579, 0.5015, -0.0672, 0.1984, 0.2916, 0.2451, 0.4497, 0.4229, 0.2456, 0.1092, 0.3115, 0.2221, 0.2378, -0.4742, 0.3229, -0.3115, 0.6705, -0.5468, -0.3156, -0.2991, 0.2775, 0.2857, 0.3616, -0.0801, 0.2628, -0.3141, 0.7268, -0.5806, -0.3214, -0.2749, 0.0247, 0.2952, 0.2681, -0.3004, 0.2778, -0.2959, 0.6289, -0.4846, -0.3185, -0.2441, 0.1859, 0.2999, 0.2393, -0.4184, 0.3358, -0.2803, 0.6438, -0.4985, -0.3121, -0.2928, 0.2800, 0.2662, 0.2788, 0.1393, 0.3182, -0.3143, 0.6909, -0.5438, -0.3206, -0.2630, 0.2476, -0.2933, 0.2564, 0.0157, 0.4159, -0.3483, 0.6417, -0.4977, -0.3257, -0.2897, 0.2534, -0.1091, 0.2704, -0.4262, 0.4447, -0.3213, 0.6149, -0.4912, -0.3167, -0.2913, 0.2785, 0.2630, 0.2459, -0.4091, 0.3392, -0.2677, 0.5979, -0.4842, -0.2949, -0.2839, 0.2763, 0.2637, 0.2513],
  "e_homo_ev": -7.77,
  "spin_multiplicity": 1,
  "fmax_ev_per_a": 2.03,
  "smiles": "CCOCCCCCc1c(C)c(N)c2c(c1P(O)I)Sc1cc(I)cc(N)c1N2P(N)O.O=C1OC[C@@H](F)O1.O=C1OC[C@@H](F)O1.O=C1OC[C@@H](F)O1.O=C1OC[C@@H](F)O1.O=C1OC[C@@H](F)O1.O=C1OC[C@@H](F)O1.O=C1OC[C@@H](F)O1.O=C1OC[C@@H](F)O1",
  "energy_ev": -175070.33282,
  "e_lumo_ev": 0.013,
  "charge": 0
}


{
  "formula": "C44H52FI2N4NaP2",
  "method": "wB97M-V/def2-TZVPD",
  "species": ["Na", "C", "C", "C", "P", "C", "C", "C", "C", "C", "C", "C", "C", "C", "C", "N", "C", "C", "C", "C", "C", "C", "C", "P", "C", "C", "C", "C", "C", "C", "H", "H", "H", "H", "H", "H", "H", "H", "H", "H", "H", "H", "H", "H", "H", "H", "H", "H", "H", "H", "H", "H", "H", "H", "H", "H", "H", "H", "H", "H", "H", "H", "H", "H", "H", "H", "H", "H", "H", "H", "N", "C", "C", "C", "C", "C", "C", "C", "C", "N", "C", "H", "H", "H", "H", "H", "H", "H", "H", "I", "I", "F", "N", "C", "C", "C", "C", "C", "C", "C", "C", "C", "H", "H", "H", "H"],
  "positions_angstrom": [[-0.661, 0.233, -0.973], [-0.467, -3.072, 2.861], [0.715, -2.140, 2.600], [1.967, -2.602, 3.339], [0.924, -1.857, 0.759], [1.728, -3.470, 0.203], [3.235, -3.728, 0.182], [1.147, -3.870, -1.156], [2.126, -0.474, 0.842], [3.512, -0.585, 0.723], [4.377, 0.498, 0.774], [5.866, 0.316, 0.629], [3.813, 1.760, 0.957], [2.450, 1.906, 1.083], [1.560, 0.810, 1.027], [0.193, 1.004, 1.026], [-0.353, 1.927, 1.837], [0.264, 2.165, 3.116], [-0.199, 3.050, 4.046], [-1.349, 3.811, 3.797], [-1.878, 4.807, 4.795], [-1.986, 3.570, 2.602], [-1.565, 2.666, 1.611], [-2.659, 2.749, 0.129], [-4.397, 2.610, 1.048], [-4.396, 1.367, 1.934], [-5.110, 3.767, 1.767], [-2.940, 4.436, -0.612], [-2.331, 5.573, 0.215], [-2.459, 4.542, -2.061], [-0.658, -3.162, 3.935], [-0.271, -4.079, 2.480], [-1.367, -2.700, 2.368], [0.444, -1.138, 2.951], [2.236, -3.621, 3.044], [1.803, -2.609, 4.423], [2.815, -1.949, 3.125], [1.302, -4.155, 0.948], [3.719, -3.135, -0.595], [3.406, -4.782, -0.066], [3.717, -3.526, 1.139], [1.621, -3.300, -1.958], [0.081, -3.666, -1.204], [1.305, -4.940, -1.334], [3.953, -1.556, 0.572], [6.101, -0.682, 0.256], [6.387, 0.447, 1.583], [6.290, 1.040, -0.073], [4.451, 2.639, 0.979], [2.025, 2.899, 1.183], [1.150, 1.584, 3.337], [0.332, 3.157, 4.989], [-1.080, 5.444, 5.188], [-2.352, 4.317, 5.651], [-2.624, 5.460, 4.337], [-2.854, 4.168, 2.395], [-5.031, 2.412, 0.185], [-3.968, 1.590, 2.913], [-3.804, 0.560, 1.497], [-5.415, 0.993, 2.077], [-4.753, 3.949, 2.780], [-6.169, 3.501, 1.862], [-5.068, 4.704, 1.207], [-4.028, 4.538, -0.611], [-1.293, 5.360, 0.475], [-2.876, 5.758, 1.141], [-2.352, 6.494, -0.374], [-1.371, 4.548, -2.113], [-2.830, 5.478, -2.488], [-2.819, 3.716, -2.672], [-3.150, -2.104, 0.657], [-3.019, -3.316, 0.009], [-3.381, -4.510, 0.588], [-3.247, -5.725, -0.112], [-2.761, -5.757, -1.386], [-2.364, -4.548, -2.010], [-1.856, -4.489, -3.328], [-1.485, -3.293, -3.856], [-1.598, -2.132, -3.062], [-2.054, -2.143, -1.838], [-2.461, -3.328, -1.311], [-3.898, -2.066, 1.331], [-3.156, -1.317, 0.021], [-3.790, -4.509, 1.592], [-3.553, -6.645, 0.374], [-2.678, -6.689, -1.933], [-1.776, -5.405, -3.903], [-1.098, -3.212, -4.863], [-1.274, -1.179, -3.461], [-3.681, 1.040, -1.538], [-5.388, -1.018, -3.899], [-1.299, 2.470, -0.875], [8.272, 0.868, -6.321], [7.277, 0.671, -5.774], [6.039, 0.423, -5.096], [5.884, 0.765, -3.748], [4.693, 0.525, -3.099], [3.603, -0.073, -3.766], [3.776, -0.403, -5.122], [4.967, -0.163, -5.774], [2.395, -0.331, -3.069], [1.467, -0.647, -2.319], [6.713, 1.219, -3.219], [4.567, 0.783, -2.055], [2.948, -0.858, -5.650], [5.083, -0.428, -6.818]],
  "mulliken_charge": [0.8605, -1.2649, 0.6047, -1.5128, 1.8738, 1.0998, -2.0360, -1.3436, -0.1685, 0.2658, 0.2980, -1.8037, -1.0102, 0.0956, -0.5478, 0.2962, -1.1624, 0.1496, -1.0857, 0.2988, -1.8896, -0.2917, 0.5602, 0.9341, 0.2548, -1.2544, -1.5905, 0.6554, -1.4225, -1.6239, 0.4931, 0.2656, 0.1140, -0.0190, 0.2600, 0.4536, 0.2613, 0.0945, 0.3719, 0.4931, 0.3589, 0.1609, -0.0219, 0.5477, -0.1590, 0.3404, 0.4073, 0.3622, 0.2770, 0.4935, 0.4062, 0.3184, 0.4006, 0.3128, 0.3675, -0.1968, 0.8499, 0.1921, -0.0609, 0.5410, 0.3145, 0.4597, 0.3107, 0.3272, 0.1943, 0.2022, 0.5439, 0.3023, 0.4783, 0.3075, 0.2989, -0.6300, -0.4547, -0.7328, -0.9847, 1.8128, -0.7730, -0.9563, -0.3707, 0.5023, -0.1411, 0.2767, -0.2630, 0.3587, 0.3580, 0.3644, 0.3636, 0.3931, 0.4545, -0.1294, -0.7976, -0.4448, -0.6044, 0.1006, 0.5172, -0.5366, -0.2838, 0.1279, -0.6781, -0.5576, -0.9088, 0.1175, 0.4383, 0.5283, 0.4630, 0.4063],
  "e_above_lowest_kcal_mol": 3.9,
  "e_homo_ev": -1.95,
  "spin_multiplicity": 1,
  "fmax_ev_per_a": 0.72,
  "energy_ev": -94348.74792,
  "e_lumo_ev": 3.585,
  "charge": -2
}